i.
Below is a cluster of 2 separate species, C2H8NOPS in total, with properties calculated with ωB97M-V with the def2-TZVPD basis set.

Geometry as XYZ:
```
14
Properties=species:S:1:pos:R:3:mulliken_charge:R:1
S -1.671 0.792 0.730 -0.198
P -0.825 -1.017 -0.163 0.657
O -1.207 -1.179 -1.574 -0.580
N -1.304 -2.231 0.792 -0.412
C 1.798 -0.057 0.210 -1.001
C -1.243 1.958 -0.618 -0.678
H -1.500 1.373 -1.639 0.236
H -1.341 -3.091 0.263 0.251
H 2.390 0.227 -0.588 0.298
H -1.441 -2.272 1.819 0.225
H 2.059 -1.028 0.753 0.323
H 1.486 0.699 0.847 0.351
H -0.144 2.139 -0.556 0.218
H -1.847 2.896 -0.535 0.310
```

Gap between HOMO and LUMO (alpha / beta) in eV: 7.97 / 7.77
E_LUMO (alpha / beta) in hartree: -0.019 / -0.006



ii.
Below is a cluster of 2 separate species, C2H8NOPS in total, with properties calculated with ωB97M-V with the def2-TZVPD basis set.

Geometry as XYZ:
```
14
Properties=species:S:1:pos:R:3:mulliken_charge:R:1
S 2.102 -1.640 0.272 -0.422
P 1.175 0.074 0.024 0.560
O 1.705 0.922 -1.277 -0.476
N 1.424 1.102 1.328 -0.507
C -1.400 0.244 -0.270 -0.639
C -1.923 -1.241 -0.341 -0.692
H 2.433 0.570 -1.635 0.284
H 2.180 0.875 2.048 0.251
H -2.560 -1.435 -1.235 0.267
H 1.285 2.048 1.220 0.226
H -1.079 -1.834 -0.345 0.226
H -2.439 -1.363 0.575 0.286
H -1.551 1.024 -1.112 0.304
H -1.352 0.655 0.749 0.333
```

Gap between HOMO and LUMO in eV: 8.33
E_LUMO in hartree: -0.002



Which of them is the most stable? Correct choice: ii.



i.
Below is a cluster of 2 separate species, C2H8NOPS in total, with properties calculated with ωB97M-V with the def2-TZVPD basis set.

Geometry as XYZ:
```
14
Properties=species:S:1:pos:R:3:mulliken_charge:R:1
S 3.055 0.706 -1.514 -0.003
P 4.174 0.536 0.248 -0.031
O 2.002 1.700 -0.681 -0.455
N -1.238 0.615 -0.436 -0.565
C -2.810 -1.029 0.653 -0.913
C -2.414 0.387 0.042 0.109
H 1.124 1.329 -0.611 0.398
H -3.170 1.222 0.171 0.305
H 5.229 -0.222 -0.332 0.054
H -3.319 -1.687 -0.084 0.268
H -1.950 -1.614 0.983 0.291
H -0.702 -0.257 -0.493 0.208
H -3.655 -0.934 1.404 0.273
H 3.674 -0.753 0.649 0.060
```

Gap between HOMO and LUMO in eV: 9.39
SMILES string: [H]/N=C\C.OSP
E_LUMO in hartree: 0.026



ii.
Below is the molecule C2H8NOPS, with properties calculated with ωB97M-V with the def2-TZVPD basis set.

Geometry as XYZ:
```
14
Properties=species:S:1:pos:R:3:mulliken_charge:R:1
S -0.947 -1.204 0.611 0.491
P 1.837 -0.328 1.317 -0.064
O -1.649 -0.322 1.516 -0.554
N -1.796 -1.248 -0.843 -0.549
C 0.606 -0.205 -0.060 -0.243
C 0.313 1.261 -0.470 -0.983
H 2.920 0.229 0.771 0.045
H -2.780 -0.848 -0.955 0.272
H -1.930 -2.181 -1.161 0.278
H 1.141 1.443 -1.221 0.320
H -0.684 1.378 -1.071 0.248
H 1.075 -0.791 -0.866 0.386
H 0.379 1.822 0.426 0.324
H 1.514 0.995 2.004 0.029
```

Gap between HOMO and LUMO in eV: 9.46
E_LUMO in hartree: 0.022



Which of them is the most stable? Correct choice: i.



i.
Below is a cluster of 3 separate species, C5H18NO2 in total, with properties calculated with ωB97M-V with the def2-TZVPD basis set.

Geometry as XYZ:
```
26
Properties=species:S:1:pos:R:3:mulliken_charge:R:1
O 1.639 1.370 2.662 -0.624
O -1.108 -0.960 2.547 -0.631
N 0.114 -1.668 -0.528 -0.255
C 0.697 -0.397 -1.214 0.210
C 2.183 -0.257 -1.031 -1.376
C -0.111 0.709 -0.502 -0.444
C -1.627 0.736 -0.798 -0.261
C -1.799 0.637 -2.246 -1.102
H 0.254 -0.615 -2.234 0.363
H 2.541 -0.932 -0.274 0.315
H -1.234 -0.034 2.620 0.305
H -1.389 -0.380 -2.510 0.168
H -1.965 1.745 -0.142 0.297
H 0.665 -2.404 -0.730 0.322
H 0.353 1.752 -0.862 0.383
H 2.835 -0.190 -1.910 0.341
H -2.313 -0.092 -0.394 0.182
H 1.230 1.242 3.552 0.320
H 2.439 0.888 2.651 0.302
H -1.382 1.542 -2.819 0.255
H -0.051 -1.579 0.611 0.311
H 0.054 0.686 0.582 0.137
H -0.731 -1.846 -0.827 0.324
H 2.431 0.789 -0.713 0.343
H -2.053 -1.313 2.736 0.341
H -2.786 0.572 -2.568 0.476
```

Charge: +1
Gap between HOMO and LUMO in eV: 11.57
E_LUMO in hartree: -0.113



ii.
Below is a cluster of 3 separate species, C5H18NO2 in total, with properties calculated with ωB97M-V with the def2-TZVPD basis set.

Geometry as XYZ:
```
26
Properties=species:S:1:pos:R:3:mulliken_charge:R:1
O 0.436 -2.437 2.607 -0.630
O -2.612 -2.464 -1.596 -0.609
N 0.718 -1.131 0.411 -0.180
C 0.374 0.342 0.986 0.260
C 1.153 2.449 -2.281 -1.354
C 0.187 1.209 -0.235 -1.169
C -0.917 0.307 1.623 -1.455
C 1.211 1.115 -1.497 -0.503
H 0.071 2.171 0.174 0.637
H 1.664 -1.176 -0.004 0.372
H 0.282 2.371 -2.890 0.387
H 1.136 0.361 -2.267 0.352
H -2.979 -2.978 -2.226 0.294
H 0.282 -3.361 2.815 0.310
H -3.325 -2.103 -1.018 0.324
H -0.903 1.199 -0.693 0.373
H 1.994 2.700 -2.989 0.319
H -1.148 -0.410 2.316 0.420
H -1.032 1.201 2.212 0.480
H 1.084 0.736 1.793 0.239
H 0.805 3.269 -1.703 0.386
H -0.098 -1.089 -0.254 0.395
H 2.136 1.061 -0.980 0.451
H -1.899 0.510 1.052 0.299
H 0.703 -1.849 1.160 0.284
H 0.678 -2.003 3.485 0.319
```

Charge: +1
Gap between HOMO and LUMO in eV: 11.46
E_LUMO in hartree: -0.108



Which of them is the most stable? Correct choice: ii.